Record 1
Formula: C32H65BF5N2O17S
Source: the OMol25 dataset
Level of theory: the ωB97M-V functional and the def2-TZVPD basis

Output
net charge = +1
E_HOMO = -0.37401 Eh
relative energy (zero: lowest compared OMol25 entry of this formula, charge and spin) = 82.1 kJ/mol

CARTESIAN COORDINATES (ANGSTROEM)
C  0.21759  -5.01642  -0.91950
N  -0.54267  -3.87404  -1.52277
C  -1.71702  -4.36195  -2.32588
N  -2.93047  -3.46767  -2.13249
C  -2.92888  -2.14593  -2.33718
C  -1.72009  -1.22172  -2.84789
F  -2.15895  0.09220  -3.18762
F  -0.73565  -1.01201  -1.84005
C  -1.03632  -1.78263  -4.20798
F  -2.00320  -2.51241  -4.96886
F  -0.53423  -0.72544  -4.99676
C  -4.34461  -1.51168  -1.98348
C  -5.16330  -0.69252  -3.07807
C  -6.58962  -0.14109  -2.51516
C  -7.83395  -0.67958  -3.35929
O  -8.67191  -1.59874  -2.57701
C  -9.57003  -2.21228  -3.53257
C  -9.39898  -3.79591  -3.72413
O  -10.39265  -1.52520  -4.15045
C  -4.09130  -0.88249  -0.52344
O  -4.38651  0.53472  -0.41337
O  -4.96400  0.68259  0.83273
C  -5.24227  -2.84655  -1.73803
C  -4.22372  -4.10079  -1.67978
B  -4.74737  -5.27755  -2.72384
O  -5.76036  -5.08292  -3.71735
O  -4.12581  -6.58699  -2.68200
S  -4.19458  -4.83678  0.05897
O  -2.77784  -5.04549  0.54010
O  -4.87779  -3.95848  1.05873
F  -4.94241  -6.32679  0.11307
H  -0.17882  -5.36062  0.08942
H  0.20057  -5.86961  -1.69938
H  1.31652  -4.68219  -0.86441
H  0.10635  -3.34404  -2.11395
H  -1.91269  -5.42491  -1.93198
H  -1.41398  -4.41607  -3.43319
H  -0.17385  -2.49320  -4.00873
H  -5.36907  -1.30414  -4.03356
H  -4.62182  0.25073  -3.45605
H  -6.72364  -0.52485  -1.43892
H  -6.61797  1.00314  -2.48960
H  -7.50326  -1.20155  -4.32501
H  -8.51903  0.18818  -3.66561
H  -9.63245  -4.01584  -4.81838
H  -8.31747  -4.09045  -3.52474
H  -10.11286  -4.38602  -3.04557
H  -4.61221  -1.46053  0.32508
H  -2.96065  -0.99464  -0.29421
H  -5.93122  0.74870  0.63457
H  -5.96214  -2.80232  -2.62060
H  -5.93660  -2.67633  -0.85519
H  -5.29579  -4.99544  -4.58706
H  -4.89508  -7.21231  -2.68556
C  6.56481  -6.32008  -1.57807
O  5.99008  -5.29097  -0.79512
C  6.77371  -4.98179  0.35525
C  6.56700  -3.53015  0.77199
O  7.24690  -2.59210  -0.06321
C  6.70160  -2.39265  -1.36858
C  5.38023  -1.63542  -1.36722
O  4.30946  -2.50042  -0.98418
C  3.24163  -1.80131  -0.37834
H  6.56873  -7.26525  -1.02525
H  5.96111  -6.43712  -2.48012
H  7.58192  -6.05575  -1.88085
H  7.83743  -5.15177  0.15622
H  6.44727  -5.64658  1.16354
H  7.00775  -3.40465  1.76532
H  5.50961  -3.28075  0.86737
H  6.63385  -3.33465  -1.91390
H  7.43712  -1.77741  -1.89594
H  5.16085  -1.27334  -2.37797
H  5.45042  -0.78166  -0.68414
H  3.59155  -1.23307  0.48931
H  2.51045  -2.53449  -0.03032
H  2.76161  -1.13219  -1.09970
C  3.90488  6.35787  1.09177
O  3.61183  5.43871  0.05678
C  4.54334  5.51533  -1.01863
C  4.65303  4.17140  -1.72886
O  5.41599  3.20314  -1.00705
C  4.79759  2.64568  0.15420
C  3.64767  1.69880  -0.16329
O  2.47446  2.43301  -0.50965
C  1.62842  1.70196  -1.37090
H  3.78118  7.38608  0.73619
H  3.20770  6.17788  1.91216
H  4.92071  6.20726  1.46858
H  5.53275  5.81261  -0.65397
H  4.17476  6.27317  -1.71982
H  5.20053  4.33322  -2.66210
H  3.67497  3.77702  -2.00666
H  4.50338  3.42709  0.85571
H  5.58302  2.06263  0.64575
H  3.40515  1.10043  0.72209
H  3.94024  1.03206  -0.98203
H  2.16556  1.39714  -2.27630
H  0.80313  2.35130  -1.66896
H  1.22421  0.82351  -0.85722
C  1.07539  7.40596  9.20794
O  0.65585  6.52885  8.18017
C  -0.65513  6.82963  7.71072
C  -0.81646  6.39975  6.25724
O  -0.17689  7.27464  5.32713
C  1.25059  7.21932  5.28338
C  1.79178  5.94075  4.65702
O  1.71683  4.86012  5.58546
C  1.60005  3.60596  4.94395
H  0.45955  7.26958  10.10305
H  2.11356  7.17178  9.45040
H  1.02989  8.44638  8.87330
H  -0.85986  7.90274  7.79440
H  -1.36406  6.27713  8.33866
H  -1.88206  6.44826  6.01361
H  -0.50895  5.36500  6.10236
H  1.68091  7.40772  6.26746
H  1.55085  8.05596  4.64457
H  2.84841  6.07388  4.39809
H  1.22268  5.71056  3.74900
H  0.72987  3.58946  4.27861
H  1.45392  2.84461  5.71226
H  2.50982  3.37514  4.38123

Cartesian forces (eV/Å) of the 3 atoms listed first:
C 0.997 -0.540 -0.950
N -0.983 -0.501 -0.540
C 2.434 -0.911 0.471

=====

Record 2
Formula: C32H66FN11O6P3
Source: the OMol25 dataset
Level of theory: the ωB97M-V functional and the def2-TZVPD basis

Output
net charge = +1
E_HOMO = -0.31934 Eh

CARTESIAN COORDINATES (ANGSTROEM)
C  0.83122  0.33009  6.63552
C  0.57000  -1.07973  7.11076
C  -0.59061  -1.96159  6.33787
C  -1.91478  -1.02737  5.97601
C  -2.10431  -0.23600  4.51469
C  -0.85467  -0.37897  3.41250
C  -1.35735  -1.45140  2.27636
C  -0.58049  -1.26429  0.83752
C  1.05683  -1.27491  0.94723
N  1.66100  0.12201  1.09522
C  1.42107  0.95862  -0.14739
N  1.03051  0.48722  -1.37908
N  1.58761  2.48732  -0.01729
C  -3.47186  0.65870  4.15875
C  -3.71529  1.41510  2.70583
O  -4.95849  1.75598  2.26522
O  -2.61493  1.73675  1.74152
C  -2.67754  3.14543  1.32299
C  -2.30407  4.18524  2.56336
O  -0.98617  4.25918  2.89629
F  -3.35860  4.94540  3.27333
C  -4.59274  0.73402  5.39780
C  -5.99849  1.59323  5.30681
C  -7.11355  0.70245  4.47412
O  -7.79404  1.58164  3.50686
C  -4.30792  -0.09379  6.82303
C  -5.48255  -0.02745  8.01180
C  -6.75731  -0.80726  7.78320
N  -3.01127  -0.89696  7.05319
P  -2.84855  -1.68794  8.68311
N  -3.44889  -3.20092  8.47173
H  -0.08334  1.09396  6.63443
H  1.88736  0.65717  6.22073
H  1.17132  -1.61153  7.97137
H  -0.87607  -2.92999  6.97485
H  -0.06074  -2.39789  5.36106
H  -0.56213  0.68892  2.96631
H  0.14577  -0.77115  3.92473
H  -1.06734  -2.53336  2.68894
H  -2.53908  -1.47533  2.14180
H  -0.90111  -2.18847  0.16491
H  -1.03083  -0.29700  0.33008
H  1.46519  -1.80835  -0.03956
H  1.40438  -1.91875  1.87704
H  2.69846  0.00243  1.24164
H  0.93649  1.31059  -2.03391
H  1.92838  2.63521  0.97924
H  0.62379  2.91370  -0.07469
H  -1.80232  3.29526  0.52502
H  -3.66728  3.44317  0.75065
H  -6.38054  2.01049  6.33113
H  -5.77937  2.54498  4.62028
H  -6.50924  -0.08749  3.85333
H  -7.92082  0.19036  5.15254
H  -7.92411  2.45560  4.02054
H  -5.36443  0.56100  9.01742
H  -7.80081  -0.35157  8.05393
H  -6.75103  -1.92237  7.37064
H  -1.42698  -1.77670  9.04442
H  -3.49365  -0.94884  9.73774
H  -2.66630  -3.89719  8.66187
O  -0.05654  0.59155  -4.32426
P  -0.65594  0.35464  -5.73215
N  -1.13961  1.95240  -5.88550
C  -2.40435  2.59952  -5.62476
C  -0.09248  2.93386  -6.16068
N  -1.79792  -0.78647  -5.18108
C  -3.21204  -0.56444  -4.93105
C  -1.30663  -1.68722  -4.12424
N  -1.34498  0.08229  -7.35062
C  -0.27142  -0.05606  -8.34101
C  -2.49662  0.68535  -7.99661
H  -2.71197  3.18374  -6.49922
H  -2.34477  3.28507  -4.76906
H  -3.21980  1.91419  -5.42083
H  0.01258  3.08295  -7.23990
H  0.87495  2.60584  -5.76894
H  -0.29928  3.91038  -5.70565
H  -3.38450  0.24387  -4.21938
H  -3.69811  -1.45723  -4.51537
H  -3.76692  -0.38508  -5.85076
H  -1.38014  -1.21805  -3.13818
H  -0.25966  -1.96548  -4.29934
H  -1.87240  -2.62548  -4.10063
H  0.13727  0.91502  -8.61825
H  -0.62115  -0.56625  -9.24236
H  0.54963  -0.65795  -7.93456
H  -2.25765  1.65336  -8.44974
H  -3.35402  0.82901  -7.34110
H  -2.85718  0.02320  -8.79189
O  5.39731  -0.90768  -0.28374
P  5.47036  -1.09271  -1.81931
N  6.75411  -2.16544  -1.71187
C  8.18045  -1.96645  -1.82277
C  6.44487  -3.51884  -1.25565
N  5.81342  0.55143  -2.11767
C  7.10865  1.13908  -2.41534
C  5.09830  1.49736  -1.24390
N  5.55434  -1.30541  -3.58456
C  4.43878  -2.13826  -4.04761
C  6.69581  -1.53602  -4.45123
H  8.60016  -2.67083  -2.54962
H  8.69232  -2.12986  -0.86515
H  8.46527  -0.97768  -2.16542
H  6.24648  -4.17100  -2.11197
H  5.56164  -3.53040  -0.61009
H  7.26189  -3.96569  -0.67580
H  7.84865  0.92195  -1.64409
H  7.05171  2.23287  -2.49620
H  7.48004  0.83677  -3.39340
H  5.61401  1.61945  -0.28632
H  4.07497  1.15402  -1.04601
H  5.00460  2.48418  -1.71121
H  4.62842  -3.19387  -3.85623
H  4.25003  -1.99770  -5.11516
H  3.51481  -1.86677  -3.52401
H  6.98508  -2.59186  -4.48308
H  7.58070  -0.95778  -4.19031
H  6.44708  -1.22600  -5.47247

Cartesian forces (eV/Å) of the 3 atoms listed first:
C -0.867 -3.095 0.985
C -0.007 2.982 -1.442
C -0.192 0.336 0.902

=====

Q: The lowest E_HOMO belongs to which entry?
A: C32H65BF5N2O17S